Density functional theory data (the ωB97M-V functional and the def2-TZVPD basis) for a structure of composition C19H19Cl3MnN4O6.

Values from the calculation:
Expectation value of S²: 6.05
HOMO level (spin up / spin down): -10.767 / -10.793 eV
Gap between HOMO and LUMO (spin up / spin down): 5.15 / 5.85 eV
Energy above the lowest of the compared OMol25 structures with the same formula, charge and spin: 23.2 kcal per mole
2S+1: 5
Max |F|: 1.3 eV/Å
Charge: +1

Structure (XYZ):
```
52
Properties=species:S:1:pos:R:3:forces:R:3:mulliken_charge:R:1
Mn 0.112 0.710 -0.730 -0.23 0.79 0.96 1.4956
Cl 2.819 -5.959 -1.004 -0.06 0.07 0.00 -0.1743
C 1.926 -4.483 -0.963 -0.05 -0.12 -0.03 0.0364
C 0.560 -4.495 -1.272 -0.03 -0.09 -0.03 -0.4789
C -0.183 -3.335 -1.251 -0.37 -0.31 -0.10 0.3609
Cl -1.867 -3.368 -1.642 0.25 -0.02 0.06 -0.1643
C 0.409 -2.118 -0.912 -0.47 0.58 -0.09 0.1670
O -0.351 -1.028 -0.891 0.17 -0.21 0.07 -0.5994
C 1.779 -2.113 -0.610 0.24 -0.33 -0.04 0.8366
C 2.440 -0.920 -0.244 0.22 0.26 0.21 -0.0548
O 1.933 0.219 -0.179 0.23 0.00 -0.46 -0.5535
C 2.535 -3.307 -0.636 0.00 0.13 0.04 -1.1968
H 0.076 -5.427 -1.535 0.01 0.01 0.01 0.4778
H 3.494 -1.000 0.040 0.01 0.04 -0.01 0.4167
H 3.591 -3.287 -0.394 -0.01 0.04 0.00 0.4616
O -1.710 1.886 -0.110 0.33 0.63 -0.41 -0.6048
Cl -1.019 3.169 -0.418 -0.29 -0.06 -0.37 1.9404
O -1.017 4.076 0.661 -0.04 -0.43 -0.33 -0.5964
O 0.418 2.662 -0.634 -0.23 -0.18 0.05 -0.6427
O -1.506 3.722 -1.635 0.35 -0.29 0.68 -0.6163
N -4.648 0.364 -4.995 0.00 -0.02 0.01 -0.4058
C -3.563 0.619 -4.722 0.31 0.10 0.08 -0.2631
C -2.195 0.941 -4.381 -0.36 -0.06 -0.20 -0.0191
C -1.302 1.404 -5.340 0.02 0.03 -0.10 -0.0250
C -0.002 1.693 -4.963 -0.01 0.02 -0.06 -0.9248
C 0.362 1.515 -3.645 -0.10 0.09 0.08 -0.3873
N -0.506 1.069 -2.727 0.14 -0.32 0.18 0.5546
C -1.759 0.782 -3.079 0.02 -0.07 0.12 -0.2573
H -1.629 1.536 -6.363 0.01 0.00 0.01 0.5433
H 0.721 2.060 -5.677 -0.01 0.00 0.00 0.4396
H 1.359 1.756 -3.300 0.01 -0.01 0.02 0.4940
H -2.428 0.425 -2.307 0.02 -0.01 0.01 0.5521
C 1.332 1.219 2.643 -0.09 0.09 0.09 -0.5979
C 1.326 0.874 4.159 -0.08 0.00 -0.09 -0.7549
N 0.057 0.260 4.536 0.06 -0.06 0.10 -0.1392
C -0.120 -0.980 3.791 0.02 0.10 -0.09 -0.9667
C -0.102 -0.686 2.265 -0.02 0.05 0.20 -0.2270
N 0.072 0.766 2.016 -0.21 -0.38 -0.40 0.4466
C -1.056 1.465 2.686 0.14 -0.02 0.07 -0.6002
C -1.033 1.171 4.210 0.03 0.03 -0.05 -0.8660
H 2.170 0.749 2.137 0.03 -0.04 -0.04 0.2539
H 1.414 2.294 2.483 -0.01 0.00 -0.05 0.4805
H 1.470 1.774 4.756 0.00 -0.01 0.04 0.2951
H 2.132 0.181 4.403 0.01 -0.01 0.02 0.3286
H -1.067 -1.434 4.084 0.00 0.00 0.03 0.2729
H 0.679 -1.670 4.064 0.00 -0.01 0.01 0.3960
H -1.032 -1.004 1.792 0.00 0.02 -0.04 0.4977
H 0.716 -1.224 1.788 0.09 -0.01 -0.06 -0.0627
H -1.985 1.131 2.235 -0.04 -0.05 -0.07 0.4922
H -0.959 2.531 2.500 0.02 0.02 -0.06 0.3147
H -1.972 0.722 4.533 0.00 -0.01 0.02 0.2982
H -0.893 2.091 4.778 -0.01 0.00 0.02 0.3262
```
Positions in Å, forces in eV/Å.


Density functional theory data (the ωB97M-V functional and the def2-TZVPD basis) for a structure of composition C19H19ClFeN2OSi.

Values from the calculation:
Expectation value of S²: 8.77
HOMO level (spin up / spin down): -10.446 / -10.847 eV
Gap between HOMO and LUMO (spin up / spin down): 6.49 / 6.11 eV
2S+1: 6
Max |F|: 2.7 eV/Å
Charge: +1

Structure (XYZ):
```
44
Properties=species:S:1:pos:R:3:forces:R:3:mulliken_charge:R:1
Fe 0.222 -0.605 0.033 -0.37 2.45 -1.09 0.5204
Cl -5.606 1.879 -3.763 -0.27 0.19 -0.14 -0.2030
C -4.196 1.159 -3.098 0.43 0.00 0.29 0.1729
C -3.901 -0.178 -3.407 0.04 0.42 0.18 -0.5633
C -2.795 -0.771 -2.863 0.56 0.00 0.33 -0.4779
C -1.927 -0.071 -1.990 -1.35 1.29 -0.19 0.2889
O -0.905 -0.660 -1.486 1.66 -1.21 0.70 -0.7821
C -2.228 1.307 -1.684 -0.04 -1.30 -0.40 0.3326
C -1.386 2.106 -0.862 0.79 -0.07 0.40 -0.0040
N -0.398 1.661 -0.134 -0.98 -1.30 -0.88 0.2779
C 0.435 2.473 0.594 0.41 1.42 0.85 -0.3071
C 0.135 3.767 1.029 -0.07 -1.27 -0.52 -0.4337
C 1.055 4.503 1.762 0.91 0.16 0.40 -1.0977
C 2.305 3.998 2.051 -0.41 0.26 -0.10 -0.8454
C 2.660 2.703 1.630 -0.25 -0.28 -0.15 1.1342
C 3.932 2.137 1.858 -0.16 -0.49 -0.20 -0.4910
C 4.187 0.852 1.435 0.22 0.56 0.25 -0.7453
C 3.172 0.128 0.819 -0.66 0.03 -0.17 0.0020
N 1.961 0.629 0.590 0.22 -1.15 -0.34 -0.4166
C 1.700 1.912 0.943 -0.16 0.63 0.17 0.9546
C -3.368 1.885 -2.269 -0.28 -0.18 -0.29 -1.0709
H -4.543 -0.731 -4.073 -0.12 -0.04 -0.06 0.4433
H -2.552 -1.801 -3.078 0.01 -0.06 -0.05 0.4488
H -1.580 3.179 -0.912 0.05 0.03 0.12 0.3348
H -0.829 4.197 0.811 -0.12 0.02 -0.02 0.3793
H 0.790 5.494 2.098 -0.01 0.06 0.03 0.4056
H 3.022 4.581 2.609 0.06 0.08 0.02 0.4264
H 4.692 2.720 2.356 0.09 0.05 0.07 0.4609
H 5.154 0.398 1.584 0.07 -0.06 0.00 0.4121
H 3.335 -0.893 0.493 0.05 0.03 0.08 0.4629
H -3.607 2.914 -2.054 -0.06 0.19 0.01 0.4325
C -2.654 -2.048 1.100 0.58 0.59 0.29 -1.0581
Si -1.459 -0.710 1.795 -0.92 -0.65 1.19 0.7073
C -2.429 0.823 2.422 0.64 -0.59 -0.46 -1.0406
C -0.287 -1.417 3.158 -0.54 0.30 -0.49 -1.1284
H -3.312 -2.400 1.890 -0.10 -0.02 0.23 0.3766
H -2.123 -2.909 0.703 0.12 -0.09 -0.03 0.3185
H -3.277 -1.646 0.306 -0.05 0.15 -0.14 0.3015
H -3.075 0.538 3.249 -0.05 -0.19 0.12 0.4330
H -3.059 1.245 1.645 -0.08 -0.01 -0.19 0.3143
H -1.766 1.606 2.779 0.18 0.09 0.05 0.3092
H -0.896 -1.767 3.987 -0.17 -0.11 0.22 0.3561
H 0.390 -0.662 3.545 0.10 0.19 0.00 0.3274
H 0.307 -2.259 2.810 0.02 -0.13 -0.09 0.3308
```
Positions in Å, forces in eV/Å.


Density functional theory data (the ωB97M-V functional and the def2-TZVPD basis) for a structure of composition C19H19ClFeN5O5S2.

Values from the calculation:
Expectation value of S²: 6.01
HOMO level (spin up / spin down): -4.958 / -4.998 eV
Gap between HOMO and LUMO (spin up / spin down): 7.59 / 7.63 eV
Energy above the lowest of the compared OMol25 structures with the same formula, charge and spin: 23.7 kcal per mole
2S+1: 5
Max |F|: 1.9 eV/Å
Charge: -1

Structure (XYZ):
```
52
Properties=species:S:1:pos:R:3:forces:R:3:mulliken_charge:R:1
Fe 0.354 -0.667 -0.525 -0.50 -0.23 0.06 0.9064
O -1.584 -1.743 -0.811 0.92 0.09 0.84 -0.7846
N -2.449 -1.605 -1.778 -0.05 0.41 -0.66 0.4572
C -3.661 -2.165 -1.625 -0.46 -0.19 0.04 -0.1500
C -4.630 -2.080 -2.591 0.12 0.04 0.08 -0.7239
C -4.337 -1.387 -3.770 0.13 0.07 0.07 -0.1678
C -3.106 -0.800 -3.914 -0.42 -0.19 0.10 -0.9496
C -2.125 -0.899 -2.911 0.38 0.04 0.05 0.4325
S -0.596 -0.199 -3.073 0.50 -0.08 0.61 -0.4005
H -3.793 -2.680 -0.685 0.04 0.04 0.00 0.3966
H -5.598 -2.524 -2.416 0.00 -0.07 0.01 0.4001
H -5.075 -1.309 -4.553 -0.10 0.06 -0.09 0.3690
H -2.843 -0.232 -4.791 0.01 0.00 -0.07 0.4234
N 0.801 -2.851 0.741 -0.18 0.18 0.08 -0.4902
N 0.869 -2.541 2.111 -0.08 -0.37 -0.02 -0.0924
C 0.602 -1.223 2.558 0.18 -0.97 -0.01 0.3507
O 0.564 -1.067 3.772 -0.04 0.07 0.55 -0.8129
O 0.490 -0.352 1.657 -0.23 0.87 -1.67 -0.3039
H -0.016 -3.409 0.501 0.10 0.10 0.07 0.2626
H 1.661 -3.306 0.439 -0.20 0.22 -0.01 0.2625
H 0.700 -3.278 2.790 0.03 0.31 -0.27 0.2242
C 3.080 2.500 2.081 -0.20 0.08 0.00 -1.2790
C 3.348 1.062 1.836 0.36 -0.13 0.35 1.2028
C 3.884 0.204 2.770 -0.13 -0.19 -0.29 -1.0474
C 4.027 -1.146 2.407 0.08 0.60 0.33 1.0905
N 3.755 -1.580 1.198 -0.03 -0.43 -0.11 -0.4518
C 3.238 -0.739 0.302 0.41 0.57 0.10 -0.1053
S 2.822 -1.286 -1.231 -0.59 0.07 -0.77 -0.3872
N 3.068 0.586 0.614 -0.07 -0.47 0.21 0.2721
C 4.445 -2.172 3.405 0.02 0.00 0.01 -1.3588
H 3.167 2.740 3.137 0.05 -0.02 0.03 0.3631
H 2.083 2.758 1.723 0.00 0.06 0.02 0.1945
H 3.771 3.116 1.504 0.05 0.01 0.01 0.2899
H 4.118 0.541 3.766 -0.04 0.07 0.07 0.3397
H 2.410 1.142 0.001 0.14 0.03 -0.04 0.2279
H 5.245 -1.804 4.044 0.03 0.00 0.09 0.3880
H 4.752 -3.079 2.891 0.04 -0.02 0.00 0.3750
H 3.576 -2.397 4.022 -0.06 -0.03 0.12 0.2467
Cl -5.305 2.345 -2.290 -0.31 0.02 -0.12 -0.2637
C -3.681 2.490 -1.693 0.16 0.02 0.06 0.5465
C -2.864 3.495 -2.178 -0.03 -0.04 -0.01 -0.7575
C -1.562 3.571 -1.713 0.09 -0.10 0.16 -0.4925
C -1.086 2.643 -0.800 0.29 -0.07 0.12 0.3028
C -1.928 1.654 -0.308 0.02 0.07 0.00 0.0014
C -3.238 1.583 -0.747 -0.04 -0.02 0.02 -0.9988
C 0.378 2.634 -0.397 -0.65 0.19 0.02 0.1377
O 0.893 3.633 0.094 0.05 0.29 -0.11 -0.7301
O 0.961 1.528 -0.631 0.34 -1.02 0.08 -0.7043
H -3.233 4.197 -2.912 -0.05 0.00 -0.03 0.4234
H -0.888 4.334 -2.070 0.03 0.13 -0.07 0.4322
H -1.551 0.943 0.423 -0.09 0.05 -0.02 0.6822
H -3.911 0.824 -0.376 -0.05 -0.09 0.03 0.4507
```
Positions in Å, forces in eV/Å.


Per-record calculated total energy, eV: -107130.9701 -79820.6052 -106283.9985